Record 1
{
  "formula": "C47H50Br2N9O2RbSSi",
  "method": "wB97M-V/def2-TZVPD",
  "species": ["Rb", "Br", "Br", "S", "Si", "O", "O", "N", "N", "N", "N", "N", "N", "N", "N", "N", "C", "C", "C", "C", "C", "C", "C", "C", "C", "C", "C", "C", "C", "C", "C", "C", "C", "C", "C", "C", "C", "C", "C", "C", "C", "C", "C", "C", "C", "C", "C", "C", "C", "C", "C", "C", "C", "C", "C", "C", "C", "C", "C", "C", "C", "C", "C", "H", "H", "H", "H", "H", "H", "H", "H", "H", "H", "H", "H", "H", "H", "H", "H", "H", "H", "H", "H", "H", "H", "H", "H", "H", "H", "H", "H", "H", "H", "H", "H", "H", "H", "H", "H", "H", "H", "H", "H", "H", "H", "H", "H", "H", "H", "H", "H", "H", "H"],
  "positions_angstrom": [[-0.4061, 0.6976, -0.7754], [-0.3593, -1.3279, -8.1234], [-6.6228, -3.8727, -3.6777], [-0.8344, -4.5105, -0.1684], [4.3373, -2.4636, -1.4145], [-3.9597, 1.1613, 0.3854], [-2.5757, -0.2529, 1.4197], [1.5051, 1.6691, 2.4763], [0.1550, 4.3909, -2.6578], [0.3338, 1.2425, 1.9455], [-0.4401, 3.1002, -2.5443], [0.4069, -4.4479, 2.1432], [-3.2962, -0.9434, -2.3522], [-1.7171, -5.4031, 2.2638], [1.1525, 3.2022, -0.0861], [-0.8733, -0.8898, -3.5090], [2.3365, 2.9377, 0.4750], [4.0010, -4.3311, -1.6942], [0.5677, 5.0747, -1.5227], [0.7254, 6.4574, -1.4876], [-0.7249, -4.7875, 1.4685], [-1.7445, -1.5744, -5.6283], [0.5711, -0.9358, -5.3978], [-1.9787, -4.9026, 3.6097], [0.9356, -5.2932, 3.2118], [-5.3808, -2.5367, -3.2112], [-4.6537, 0.3023, 2.4293], [-0.3408, 0.6152, 2.9705], [-2.8611, -5.9942, 1.6246], [0.2603, -0.7303, -4.0626], [6.0246, -2.0632, -2.1617], [0.6929, 8.6434, -0.3853], [6.3878, 2.4404, 2.1203], [0.6771, 4.4421, -0.2238], [-0.8217, 2.8506, -3.8068], [5.0015, 2.5648, 1.5044], [-5.6592, 1.3187, 2.6051], [4.6666, -2.2968, 0.4150], [0.3375, 0.8641, 4.2159], [0.3609, 5.1387, 0.9416], [0.2252, 4.8318, -3.9433], [-4.1855, -2.5200, -3.8883], [-6.7304, -0.2356, 4.0922], [0.4717, 7.1730, -0.3178], [-3.6054, 0.4254, 1.3402], [3.5231, 3.1340, -0.3034], [0.2143, 6.4927, 0.9024], [1.5003, 1.5363, 3.8622], [-5.6819, -1.1416, 3.9818], [-0.3642, 3.8617, -4.7458], [2.5653, 2.3166, 1.7848], [-1.9272, -1.3618, -4.2318], [-4.5830, -0.8605, 3.1756], [-0.5214, -1.3211, -6.1931], [2.9890, -1.3586, -1.9494], [4.7980, 3.0015, 0.1635], [-4.4552, -0.9180, -1.7142], [-3.1619, -1.6198, -3.4891], [3.8914, 2.1995, 2.2718], [-5.5697, -1.6864, -2.1198], [1.1502, -3.2114, 1.8888], [-6.7020, 0.9980, 3.4770], [2.0468, -0.7112, -2.4078], [0.3231, -6.1928, 3.3409], [-3.8065, -1.5884, 3.0232], [0.8253, 9.0326, 0.6304], [4.0540, 1.7758, 3.2679], [1.6117, 8.8574, -0.9607], [-4.4820, -0.2797, -0.8196], [-3.5770, -5.2761, 1.1533], [-7.5195, 1.6628, 3.6871], [-2.5153, -6.7296, 0.8979], [-7.6234, -0.5036, 4.6352], [2.3805, 1.8481, 4.3983], [-1.2373, -4.1713, 4.0147], [1.1662, -0.6179, -3.1785], [-0.1937, 7.0561, 1.7751], [-6.5238, -1.6725, -1.5623], [2.1699, -3.3127, 2.3196], [0.7986, 7.0113, -2.4342], [7.1572, 2.6146, 1.3469], [0.8766, -4.6915, 4.1504], [-2.0769, -5.7770, 4.2833], [4.7304, -4.9932, -1.2429], [0.6292, 5.7948, -4.1648], [-1.2418, 0.0217, 2.7989], [5.6981, -2.5510, 0.7696], [4.4598, -1.3191, 0.8538], [3.8507, -4.6702, -2.7143], [0.4004, 4.5726, 1.8655], [-4.0461, -3.1365, -4.7640], [1.2337, -3.1239, 0.7707], [-5.6909, -2.0776, 4.5629], [6.7443, -2.6995, -1.7195], [-0.1488, 9.1257, -0.8551], [1.5198, -0.6507, -5.8559], [6.1294, -2.2071, -3.2050], [1.9867, -5.6403, 3.0073], [-1.3629, 1.9269, -4.0087], [5.7151, 3.2707, -0.3991], [3.4037, 3.3472, -1.3704], [6.5992, 1.4020, 2.5095], [3.0203, -4.5218, -1.2506], [-3.4782, -6.5370, 2.3599], [-0.0338, 0.5737, 5.2064], [0.5970, -2.3499, 2.2884], [-2.5589, -1.9642, -6.2301], [4.0488, -3.0269, 1.0025], [-2.9034, -4.3041, 3.6546], [6.5174, 3.1741, 2.9432], [-5.5043, 2.1939, 1.9460], [-0.5192, 3.7924, -5.7932], [6.3222, -1.0495, -1.9053]],
  "forces_ev_per_a": [[-0.3, -0.1, -0.1], [-0.1, -0.2, 0.1], [-0.5, -0.1, -0.1], [-0.5, -0.2, 0.3], [0.3, -0.2, -0.4], [0.2, 0.2, 0.1], [0.5, -0.6, 0.1], [-1.1, 0.7, 2.5], [0.2, -2.2, -0.6], [0.0, -2.0, 1.4], [0.0, 2.6, -2.1], [0.5, -0.6, 1.1], [0.1, 0.8, -0.2], [1.0, 1.0, -0.4], [-0.5, -1.4, -0.3], [-4.1, -1.0, 0.8], [0.8, -0.9, 0.9], [-0.8, 0.6, -0.1], [-0.4, 1.0, 2.3], [-1.4, -0.5, -0.6], [-0.5, -0.2, 0.0], [-1.5, -0.5, 1.3], [-1.9, -0.1, -1.9], [0.0, 0.5, 0.6], [-0.1, 0.4, 0.5], [0.6, 0.5, 1.0], [0.2, 1.0, 0.1], [1.7, 1.7, 0.0], [-1.0, -0.3, -0.2], [2.5, 0.2, -1.9], [-0.8, 0.7, 0.4], [0.3, 0.2, 0.5], [0.2, -0.5, -0.1], [0.7, -1.0, -0.8], [1.2, 0.7, 0.3], [-0.2, 0.0, -0.1], [1.3, -1.8, -0.3], [0.2, -0.9, 1.8], [0.0, -0.2, -0.9], [0.4, 0.3, 0.0], [-0.8, -1.6, 0.1], [1.1, 0.8, -0.7], [0.1, -0.7, 0.3], [0.8, -0.5, 0.9], [-0.8, 1.0, -0.9], [-0.3, 0.3, -0.6], [-0.6, 1.9, -0.6], [-0.4, -0.6, -1.2], [0.1, -0.5, 0.6], [-0.6, -0.7, 2.1], [0.6, 0.3, -2.1], [2.1, -0.1, -1.3], [-1.7, 0.3, 0.3], [1.7, 0.8, 0.4], [0.4, -0.7, -0.2], [1.2, -0.2, 1.9], [-0.7, -0.6, 0.2], [-1.7, -0.6, 0.5], [-0.6, -0.1, -0.6], [-0.1, -0.1, 0.1], [0.2, -0.5, -1.5], [0.6, 0.6, -0.8], [3.9, -0.5, 4.0], [0.1, 0.3, -0.1], [0.3, 0.1, -0.1], [-0.1, 0.2, -0.2], [0.0, 0.0, -0.4], [-0.4, 0.1, 0.2], [-0.1, -0.2, -0.4], [0.8, -0.2, 0.1], [-0.2, 0.4, -0.2], [-0.2, 0.2, -0.2], [0.0, -0.1, 0.4], [-0.3, 0.1, 0.3], [-0.2, -1.0, -0.6], [-1.7, 1.3, -1.8], [0.8, -0.3, -0.6], [0.7, 0.0, -0.4], [-0.8, 0.2, -0.2], [0.0, -0.1, 0.4], [-0.2, 0.1, 0.4], [0.5, -0.7, -0.3], [0.1, 0.6, 0.0], [0.3, 0.0, 0.3], [0.2, 0.2, -0.1], [0.3, 0.7, -0.2], [-0.5, 0.2, -0.7], [-0.2, 0.1, -0.3], [0.2, 0.3, -0.4], [-0.3, 0.0, -0.1], [0.0, -0.1, 0.0], [0.1, 0.3, 1.1], [-0.2, 0.4, -0.4], [0.8, -0.9, 0.7], [-0.3, 0.6, -0.2], [-0.1, -0.3, 0.3], [-0.2, 0.0, -1.3], [-0.8, 0.6, 0.1], [0.3, 0.2, 0.0], [-0.8, -0.3, 0.0], [-0.3, 0.2, 0.4], [-0.3, 1.0, -0.2], [0.0, -0.1, 0.3], [0.5, 0.1, 0.1], [0.5, 0.2, -0.5], [0.4, -0.1, 0.0], [0.0, 0.2, 0.0], [0.2, 0.6, -0.5], [-0.1, -0.4, -0.3], [0.1, -0.4, -0.4], [-0.5, -0.5, 0.7], [0.0, 0.3, -0.6], [-0.1, 0.3, -0.1]],
  "largest_force_ev_per_a": 5.55,
  "charge": -2,
  "e_lumo_ev": 3.520,
  "relative_energy_ev": 3.281,
  "homo_lumo_gap_ev": 5.15
}

Record 2
{
  "formula": "C47H51N4PSi2TeV",
  "method": "wB97M-V/def2-TZVPD",
  "species": ["Te", "V", "P", "Si", "Si", "N", "N", "N", "N", "C", "C", "C", "C", "C", "C", "C", "C", "C", "C", "C", "C", "C", "C", "C", "C", "C", "C", "C", "C", "C", "C", "C", "C", "C", "C", "C", "C", "C", "C", "C", "C", "C", "C", "C", "C", "C", "C", "C", "C", "C", "C", "C", "C", "C", "C", "C", "H", "H", "H", "H", "H", "H", "H", "H", "H", "H", "H", "H", "H", "H", "H", "H", "H", "H", "H", "H", "H", "H", "H", "H", "H", "H", "H", "H", "H", "H", "H", "H", "H", "H", "H", "H", "H", "H", "H", "H", "H", "H", "H", "H", "H", "H", "H", "H", "H", "H", "H"],
  "positions_angstrom": [[1.5187, -1.8126, -0.4391], [0.6740, 1.0980, 0.2614], [-1.6252, 1.0070, -0.4493], [1.9382, -3.6100, -3.1080], [0.0720, -3.7295, 2.1514], [2.5066, 0.7687, 0.3447], [1.3335, 1.3931, -1.6286], [3.2589, 0.6027, -0.6984], [0.8829, 1.0807, 2.0476], [4.2513, -0.2067, 1.8174], [4.5294, -0.5522, 3.1267], [-1.7157, -0.7792, -2.4928], [3.3236, 1.2459, -3.0139], [-2.5531, -0.4522, -4.7090], [0.2661, 4.0194, 4.1531], [-5.0976, -1.3012, 1.5009], [0.7549, -3.4574, -1.5822], [3.4780, -4.5215, -2.4738], [2.9994, 0.3397, 1.5481], [0.7160, 1.9965, -2.6509], [-4.2879, 0.1361, -0.2400], [0.9183, 3.0423, 3.4309], [3.5871, -0.3559, 4.1342], [2.3564, -1.8150, -3.6206], [-1.1026, 3.9315, 4.3672], [-3.0065, 0.0825, 0.3081], [-1.8210, 2.8740, 3.8333], [-1.1004, 5.0106, 0.2479], [-2.7702, -0.7255, 1.4159], [1.3249, 2.2316, -3.8616], [-5.3305, -0.5378, 0.3686], [0.4361, 3.0927, 0.2288], [-0.2917, -2.5543, 3.6150], [2.6543, 1.8368, -4.0538], [-1.1851, 1.9150, 3.0633], [-3.8137, -1.4181, 2.0032], [-3.4614, 4.7040, -0.1743], [-1.4170, -3.7740, 0.9576], [-0.8767, 3.6108, 0.0814], [2.0435, 0.5560, 2.5608], [-2.4064, 5.5273, 0.1119], [-1.9987, 0.5487, -2.1781], [-3.2564, 3.3293, -0.3517], [1.4711, 3.9557, 0.4895], [-1.9945, 2.7859, -0.2391], [0.1934, 1.9850, 2.8597], [-0.0077, 5.8478, 0.5569], [-2.5540, 1.3786, -3.1451], [1.2539, 5.3300, 0.6775], [-1.9998, -1.2845, -3.7461], [1.6985, -3.0135, 1.3242], [-2.8166, 0.8761, -4.4112], [0.4793, -5.5145, 2.6518], [2.6371, 1.0609, -1.7998], [2.3458, 0.2023, 3.8734], [1.0469, -4.4225, -4.5746], [-1.7629, -0.8446, 1.8023], [-2.5572, 6.5891, 0.2400], [0.6582, -5.4075, -4.3407], [-1.8059, -2.3246, -3.9665], [-0.0976, -1.5060, 3.3866], [-2.7790, 2.4114, -2.9158], [3.8296, -0.6469, 5.1427], [-1.7515, 1.0842, 2.6663], [3.1494, 2.0173, -4.9934], [3.2731, -5.5750, -2.3095], [-0.1736, 6.9052, 0.6959], [-1.3379, -4.5890, 0.2452], [2.3217, -3.8532, 1.0185], [-1.5587, -2.8535, 0.3960], [2.0881, 5.9700, 0.9231], [0.7785, -4.3539, -0.9716], [1.5163, -1.1450, -3.4208], [-1.6119, 4.6799, 4.9528], [-3.6221, -2.0476, 2.8566], [-3.2372, 1.5250, -5.1652], [0.2249, -3.8151, -4.9447], [-2.7922, -0.8564, -5.6808], [3.2253, -1.4509, -3.0755], [-0.3559, -5.9529, 3.1896], [3.8501, -4.1012, -1.5412], [-5.9156, -1.8121, 1.9791], [1.7508, -4.5415, -5.3928], [0.3171, -2.8141, 4.4771], [-4.1075, 2.7041, -0.5773], [1.6185, 0.3431, 4.6577], [-0.3027, 2.3230, -2.4831], [4.3625, 0.9643, -3.0689], [0.6667, -6.1395, 1.7824], [-4.4663, 0.6769, -1.1582], [1.3511, -5.5818, 3.2947], [4.2771, -4.4619, -3.2051], [-0.2646, -3.2915, -1.9132], [0.7791, 2.7312, -4.6444], [-2.3281, -3.9481, 1.5231], [-1.3307, -2.6475, 3.9201], [5.4929, -0.9664, 3.3716], [2.5820, -1.7423, -4.6811], [-6.3245, -0.4707, -0.0442], [1.9872, 3.1047, 3.2709], [2.4874, 3.5820, 0.5726], [2.2610, -2.4370, 2.0578], [-4.4584, 5.1065, -0.2606], [-2.8835, 2.7966, 4.0132], [-1.2790, -1.4150, -1.7273], [0.8279, 4.8478, 4.5532], [4.9637, -0.3398, 1.0178]],
  "forces_ev_per_a": [[-0.1, -1.2, 0.3], [-3.4, 0.8, -0.3], [-2.1, 0.4, -0.6], [-0.1, 0.1, -0.1], [0.2, 0.2, -0.2], [4.1, -0.3, -1.8], [0.8, -0.1, -1.3], [0.5, 0.1, 2.0], [-0.3, -0.7, 1.2], [-0.1, -0.1, 0.0], [0.1, 0.0, -0.3], [0.1, 0.0, 0.2], [-0.1, -0.1, 0.9], [0.0, -0.1, 0.0], [0.1, -0.1, 0.0], [0.1, 0.0, 0.0], [0.3, 0.3, -0.9], [-0.6, 0.3, -0.4], [0.3, -0.1, 1.5], [-0.4, 0.2, -0.1], [0.1, 0.0, 0.0], [-0.1, -0.1, -0.1], [-0.2, 0.1, -0.1], [0.0, -0.6, 0.2], [-0.2, -0.1, -0.1], [0.5, -0.2, 0.4], [0.0, 0.2, 0.0], [0.1, -0.3, 0.0], [0.1, 0.1, -0.1], [0.5, -0.1, -0.1], [0.0, 0.1, -0.1], [-0.1, -0.1, -0.3], [0.1, -0.6, -0.5], [-0.5, 0.2, 0.0], [0.3, -0.4, -0.2], [-0.1, 0.0, 0.1], [0.1, 0.3, 0.1], [0.6, 0.0, 0.3], [-0.4, 0.4, -0.1], [1.6, -0.8, 0.0], [-0.1, -0.2, 0.0], [0.4, 0.0, -0.1], [0.3, -0.3, 0.0], [0.2, -0.1, -0.1], [-0.2, -0.1, -0.1], [-0.8, 1.2, 1.1], [0.3, -0.1, 0.1], [0.1, 0.0, 0.2], [-0.1, 0.1, -0.1], [0.0, 0.0, 0.0], [-0.9, -0.2, 0.3], [-0.1, 0.0, -0.1], [-0.2, 0.7, 0.0], [-0.6, 0.6, -1.5], [-0.2, 0.1, -0.2], [0.4, 0.1, 0.7], [0.0, 0.0, 0.0], [0.0, 0.1, 0.0], [-0.1, -0.2, 0.1], [0.0, -0.1, 0.0], [0.0, 0.1, -0.2], [0.0, 0.1, 0.0], [0.0, 0.0, 0.2], [0.0, 0.0, 0.0], [0.1, 0.0, -0.1], [-0.1, -0.2, 0.0], [-0.1, 0.1, 0.0], [0.1, -0.2, -0.1], [0.2, 0.0, -0.2], [0.0, 0.1, 0.0], [0.1, 0.1, 0.0], [0.0, 0.0, 0.3], [-0.1, 0.1, 0.0], [0.0, 0.1, 0.1], [0.0, -0.1, 0.2], [-0.1, 0.0, 0.0], [-0.1, 0.2, 0.0], [0.0, 0.1, -0.1], [0.0, 0.0, 0.0], [-0.2, -0.1, 0.1], [0.0, 0.1, 0.1], [-0.1, -0.1, 0.1], [0.2, 0.0, -0.2], [0.1, -0.1, 0.1], [0.0, 0.0, 0.0], [-0.1, 0.0, 0.1], [0.2, 0.0, 0.0], [0.1, -0.1, 0.0], [0.0, 0.0, -0.2], [-0.1, 0.0, 0.0], [0.2, 0.1, 0.1], [0.2, 0.0, -0.1], [-0.2, 0.1, 0.1], [-0.1, 0.0, -0.1], [-0.1, 0.0, 0.2], [-0.2, 0.0, 0.1], [0.1, -0.1, 0.0], [0.0, -0.1, -0.2], [-0.1, 0.0, -0.1], [0.0, 0.0, 0.0], [0.0, 0.0, 0.1], [0.0, 0.1, 0.0], [-0.1, 0.1, 0.0], [-0.1, 0.0, 0.0], [-0.1, 0.0, -0.1], [0.1, 0.1, 0.1], [0.1, 0.0, 0.0]],
  "largest_force_ev_per_a": 4.45,
  "charge": 2,
  "e_lumo_ev": [-7.347, -7.720],
  "multiplicity": 2,
  "homo_lumo_gap_ev": [5.66, 5.32]
}